# C17H12ClN3O2S

A single C17H12ClN3O2S molecule (ωB97M-V with the def2-TZVPD basis set, OMol25).

As for the HOMO-LUMO gap: 8.344 eV. The LUMO energy comes out at -0.1 eV. The SMILES is N#CC1=C(Nc2ccccc2Cl)S[C@@H](c2ccccc2O)NC1=O. As for the total energy: -49747.0388 eV. Its spin multiplicity is 1. The net charge is 0.

```
36
C17H12ClN3O2S (ωB97M-V with the def2-TZVPD basis set)
N -2.683 -4.053 -1.122
C -1.849 -3.383 -0.703
C -0.851 -2.513 -0.227
C -1.189 -1.197 -0.003
N -2.482 -0.805 -0.113
C -3.091 0.440 -0.071
C -2.458 1.639 -0.392
C -3.152 2.834 -0.359
C -4.493 2.862 -0.019
C -5.149 1.680 0.279
C -4.456 0.485 0.251
Cl -5.296 -0.994 0.615
H -6.197 1.680 0.534
H -5.032 3.796 0.009
H -2.638 3.749 -0.609
H -1.421 1.636 -0.680
H -3.150 -1.573 -0.165
S 0.014 -0.044 0.546
C 1.470 -0.944 -0.208
N 1.482 -2.275 0.279
C 0.421 -3.135 0.179
O 0.540 -4.307 0.463
H 2.330 -2.645 0.683
C 2.721 -0.193 0.117
C 3.252 -0.217 1.400
C 4.413 0.471 1.700
C 5.053 1.198 0.710
C 4.530 1.242 -0.568
C 3.361 0.556 -0.876
O 2.818 0.585 -2.121
H 3.370 1.119 -2.705
H 5.027 1.813 -1.341
H 5.961 1.737 0.933
H 4.814 0.442 2.700
H 2.739 -0.775 2.169
H 1.268 -0.912 -1.286
```